1) The following is a DFT calculation (ωB97M-V/def2-TZVPD) of one molecule with the formula C18H23N3O2S.

Properties
HOMO ... -8.657 eV
Kohn-Sham gap ... 0.336 Eh
Structure (SMILES) ... CCCc1cc(=O)[nH]c(SCC(=O)N(CC)Cc2ccccc2)n1

Geometry (Å):
C (3.943, 3.087, 3.555)
C (4.110, 2.902, 2.051)
C (3.477, 1.595, 1.590)
C (3.525, 1.335, 0.119)
C (4.186, 2.086, -0.802)
C (4.152, 1.752, -2.201)
O (4.706, 2.321, -3.116)
N (3.354, 0.621, -2.473)
C (2.727, -0.060, -1.492)
S (1.746, -1.431, -1.986)
C (0.856, -1.753, -0.428)
C (-0.266, -0.744, -0.227)
O (-0.157, 0.124, 0.618)
N (-1.341, -0.839, -1.039)
C (-1.580, -1.918, -1.975)
C (-2.246, -3.135, -1.331)
C (-2.396, 0.155, -0.900)
C (-3.611, -0.391, -0.200)
C (-3.514, -0.798, 1.126)
C (-4.614, -1.326, 1.777)
C (-5.823, -1.447, 1.112)
C (-5.929, -1.036, -0.205)
C (-4.826, -0.513, -0.859)
N (2.805, 0.234, -0.245)
H (4.392, 4.023, 3.876)
H (4.423, 2.273, 4.095)
H (2.889, 3.101, 3.822)
H (5.173, 2.905, 1.804)
H (3.638, 3.738, 1.530)
H (3.961, 0.751, 2.092)
H (2.423, 1.561, 1.880)
H (4.756, 2.958, -0.532)
H (3.267, 0.339, -3.442)
H (0.512, -2.783, -0.474)
H (1.583, -1.614, 0.372)
H (-0.638, -2.213, -2.444)
H (-2.231, -1.530, -2.762)
H (-1.656, -3.508, -0.497)
H (-3.234, -2.880, -0.960)
H (-2.343, -3.927, -2.069)
H (-2.660, 0.523, -1.896)
H (-1.972, 0.977, -0.315)
H (-2.570, -0.695, 1.640)
H (-4.530, -1.640, 2.807)
H (-6.683, -1.857, 1.622)
H (-6.871, -1.125, -0.726)
H (-4.913, -0.195, -1.889)

Here are the Mulliken charges for atoms 1 to 8, given in e: number 1, C, carries -1.443; number 2, C, carries -0.407; number 3, C, carries 0.025; number 4, C, carries 0.111; number 5, C, carries -0.243; number 6, C, carries -0.170; number 7, O, carries -0.669; number 8, N, carries -0.053


2) The following is a DFT calculation (ωB97M-V/def2-TZVPD) of one molecule with the formula C18H23N3O2S.

Properties
HOMO ... -8.213 eV
Kohn-Sham gap ... 0.321 Eh
Structure (SMILES) ... C=CCN1C(=O)[C@H](CC(=O)NCC)S/C1=N\c1ccccc1CC

Geometry (Å):
C (-1.638, 2.541, 1.749)
C (-1.645, 1.329, 2.268)
C (-1.649, 0.039, 1.502)
N (-1.475, 0.221, 0.076)
C (-2.510, 0.100, -0.789)
O (-3.626, -0.256, -0.478)
C (-2.093, 0.397, -2.219)
C (-2.288, -0.850, -3.092)
C (-1.572, -2.042, -2.457)
O (-0.399, -2.278, -2.651)
N (-2.363, -2.795, -1.665)
C (-1.849, -3.919, -0.912)
C (-1.550, -3.548, 0.537)
S (-0.354, 0.925, -2.162)
C (-0.233, 0.560, -0.421)
N (0.769, 0.618, 0.327)
C (2.071, 0.862, -0.084)
C (2.652, 0.124, -1.112)
C (3.977, 0.329, -1.447)
C (4.725, 1.272, -0.765)
C (4.145, 2.005, 0.258)
C (2.822, 1.812, 0.619)
C (2.198, 2.590, 1.743)
C (2.125, 1.740, 3.012)
H (-1.640, 3.418, 2.370)
H (-1.630, 2.717, 0.685)
H (-1.656, 1.189, 3.340)
H (-2.610, -0.469, 1.640)
H (-0.843, -0.602, 1.870)
H (-2.691, 1.221, -2.616)
H (-3.356, -1.049, -3.190)
H (-1.856, -0.668, -4.076)
H (-3.287, -2.466, -1.428)
H (-2.584, -4.728, -0.953)
H (-0.933, -4.240, -1.413)
H (-2.441, -3.152, 1.020)
H (-0.764, -2.798, 0.573)
H (-1.217, -4.426, 1.084)
H (2.064, -0.620, -1.629)
H (4.422, -0.250, -2.242)
H (5.759, 1.438, -1.027)
H (4.732, 2.742, 0.788)
H (2.785, 3.489, 1.938)
H (1.186, 2.890, 1.463)
H (3.123, 1.434, 3.320)
H (1.667, 2.304, 3.821)
H (1.531, 0.851, 2.824)

Here are the Mulliken charges for atoms 1 to 8, given in e: number 1, C, carries -0.999; number 2, C, carries -0.179; number 3, C, carries -0.961; number 4, N, carries 0.589; number 5, C, carries -0.144; number 6, O, carries -0.660; number 7, C, carries 0.275; number 8, C, carries -0.995


Ordering by calculated energy gives the sequence 1), 2), with the first entry being the most stable.


1) The following is a DFT calculation (ωB97M-V/def2-TZVPD) of one molecule with the formula C17H23N5O.

Properties
HOMO ... -8.769 eV
Kohn-Sham gap ... 0.328 Eh
Structure (SMILES) ... CCCN1CCC(c2nc3cncc4c3n2CCNC4=O)CC1

Geometry (Å):
C (-0.924, 2.987, -3.950)
C (0.433, 3.563, -3.716)
C (0.758, 3.867, -2.262)
N (0.670, 2.644, -1.411)
C (0.216, 2.928, -0.025)
C (-0.179, 1.605, 0.661)
C (1.062, 0.671, 0.730)
C (0.793, -0.613, 1.473)
N (1.650, -0.981, 2.391)
C (1.112, -2.140, 2.972)
C (1.451, -2.940, 4.102)
N (0.736, -4.017, 4.485)
C (-0.373, -4.348, 3.818)
C (-0.815, -3.586, 2.691)
C (-0.031, -2.475, 2.290)
N (-0.235, -1.533, 1.286)
C (-1.360, -1.421, 0.339)
C (-1.772, -2.797, -0.193)
N (-2.453, -3.659, 0.757)
C (-1.944, -4.146, 1.951)
O (-2.582, -5.115, 2.307)
C (1.630, 0.400, -0.680)
C (1.867, 1.706, -1.426)
H (-1.109, 2.079, -3.388)
H (-1.694, 3.731, -3.698)
H (-1.012, 2.720, -4.996)
H (0.481, 4.488, -4.307)
H (1.186, 2.869, -4.144)
H (0.021, 4.596, -1.953)
H (1.734, 4.344, -2.180)
H (1.006, 3.391, 0.569)
H (-0.624, 3.591, -0.096)
H (-1.001, 1.141, 0.092)
H (-0.552, 1.825, 1.673)
H (1.785, 1.240, 1.295)
H (2.356, -2.650, 4.614)
H (-0.933, -5.192, 4.205)
H (-1.142, -0.814, -0.546)
H (-2.235, -0.960, 0.828)
H (-2.438, -2.645, -1.086)
H (-0.833, -3.300, -0.505)
H (-3.144, -4.306, 0.351)
H (0.960, -0.213, -1.251)
H (2.583, -0.196, -0.544)
H (2.134, 1.464, -2.470)
H (2.762, 2.198, -1.052)

Here are the Mulliken charges for atoms 1 to 8, given in e: number 1, C, carries -1.045; number 2, C, carries -0.328; number 3, C, carries -1.013; number 4, N, carries 0.551; number 5, C, carries -1.227; number 6, C, carries -0.402; number 7, C, carries 0.136; number 8, C, carries -0.114


2) The following is a DFT calculation (ωB97M-V/def2-TZVPD) of one molecule with the formula C17H23N5O.

Properties
HOMO ... -7.589 eV
Kohn-Sham gap ... 0.300 Eh
Structure (SMILES) ... CCN(CC)CCNc1ncnc2c1[nH]c1ccc(OC)cc12

Geometry (Å):
C (-5.279, -2.603, 1.161)
C (-5.122, -1.306, 0.353)
N (-3.809, -0.701, 0.381)
C (-3.448, -0.051, 1.627)
C (-3.870, 1.418, 1.627)
C (-2.782, -1.409, -0.346)
C (-2.584, -0.758, -1.733)
N (-2.275, 0.648, -1.641)
C (-1.199, 1.156, -0.968)
N (-1.363, 2.395, -0.499)
C (-0.357, 3.002, 0.115)
N (0.842, 2.524, 0.355)
C (1.041, 1.285, -0.102)
C (0.051, 0.542, -0.789)
N (0.573, -0.687, -1.123)
C (1.870, -0.754, -0.679)
C (2.793, -1.782, -0.785)
C (4.050, -1.594, -0.241)
C (4.394, -0.400, 0.405)
O (5.619, -0.157, 0.962)
C (6.609, -1.151, 0.886)
C (3.471, 0.632, 0.514)
C (2.208, 0.455, -0.028)
H (-6.299, -2.965, 1.073)
H (-5.064, -2.433, 2.213)
H (-4.607, -3.376, 0.795)
H (-5.832, -0.567, 0.730)
H (-5.375, -1.506, -0.692)
H (-3.907, -0.558, 2.487)
H (-2.364, -0.100, 1.760)
H (-3.318, 1.972, 0.870)
H (-4.934, 1.511, 1.425)
H (-3.661, 1.861, 2.597)
H (-1.836, -1.366, 0.202)
H (-3.035, -2.467, -0.493)
H (-1.799, -1.279, -2.290)
H (-3.508, -0.845, -2.307)
H (-3.086, 1.236, -1.501)
H (-0.562, 4.004, 0.467)
H (0.109, -1.412, -1.640)
H (2.544, -2.709, -1.281)
H (4.768, -2.394, -0.325)
H (7.482, -0.735, 1.386)
H (6.868, -1.387, -0.152)
H (6.303, -2.069, 1.401)
H (3.740, 1.549, 1.011)

Here are the Mulliken charges for atoms 1 to 8, given in e: number 1, C, carries -1.032; number 2, C, carries -0.697; number 3, N, carries 0.538; number 4, C, carries -0.599; number 5, C, carries -1.116; number 6, C, carries -0.770; number 7, C, carries -1.191; number 8, N, carries -0.085


Ordering by calculated energy gives the sequence 1), 2), with the first entry being the most stable.